(1)
DFT (ωB97M-V/def2-TZVPD) results for 3 unconnected molecules or ions with the total composition C34H57N7O9 at a distorted geometry.

The geometry in XYZ format:
```
107
C34H57N7O9, DFT ωB97M-V/def2-TZVPD
C -0.5106 -2.7327 -1.8473
C 0.7543 -1.9013 -2.4660
O 1.5927 -1.4542 -1.3625
C 1.9604 -0.0736 -1.6086
C 2.9871 0.4637 -0.4810
O 3.2710 1.8440 -0.7929
C 2.6868 2.7631 0.1549
C 1.0943 2.9058 0.0753
C 0.2261 2.7780 1.3837
C 0.9770 2.4535 2.7786
C 1.8602 3.6913 3.3420
C 1.9529 3.4766 4.9607
C 1.0597 5.0569 3.0087
C -1.3555 2.9635 1.2689
C -2.1811 2.8706 2.6240
C -3.0843 1.3946 2.6090
C -2.1207 0.0003 2.4916
O -3.0499 0.6332 1.3134
C -2.0706 3.2203 -0.1102
C -3.6607 3.3171 -0.1213
C -4.3002 4.5097 -0.9982
N -3.4330 5.7125 -1.1299
N -4.8312 4.0086 -2.3227
N -5.5450 4.9832 -0.2601
C -1.1398 3.3453 -1.3936
N -1.8220 3.6146 -2.6338
C -0.9455 3.7758 -3.7422
C -1.6268 4.1508 -5.1568
C -2.1110 2.8824 -6.0007
N -3.1812 2.2448 -5.5641
C 0.5927 3.6324 -3.6014
C 1.4795 3.8205 -4.9527
C 2.2644 5.2236 -4.9871
N 3.5475 5.2658 -4.6441
N 1.3406 3.3522 -2.4240
C 0.4070 3.2185 -1.3284
H -1.4804 -2.1894 -2.1235
H -0.4135 -2.8929 -0.7181
H -0.4782 -3.7714 -2.3578
H 0.3774 -1.0633 -3.1450
H 1.4027 -2.6455 -3.0738
H 2.5055 -0.0375 -2.6338
H 1.0131 0.5931 -1.6663
H 2.6507 0.2586 0.5912
H 3.9770 -0.1243 -0.6270
H 3.1005 2.5089 1.1872
H 3.1143 3.8088 -0.1106
H 1.7525 1.6337 2.4997
H 0.3026 1.9732 3.5638
H 2.9257 3.7283 2.8954
H 2.6348 4.3098 5.3722
H 2.3758 2.4400 5.2299
H 0.8627 3.5774 5.3380
H 1.4794 5.8784 3.6819
H 1.2021 5.3188 1.8941
H -0.0654 4.8493 3.1954
H -2.9618 3.7046 2.7055
H -1.5711 2.8606 3.5828
H -4.0613 1.3395 3.3125
H -1.5243 -0.3743 1.6013
H -1.2326 0.6995 2.8261
H -4.0404 2.2858 -0.4982
H -4.1284 3.4191 0.9335
H -3.2629 5.9726 -2.1113
H -3.8946 6.5357 -0.6988
H -4.2832 4.3872 -3.1054
H -4.7487 2.9860 -2.3896
H -5.2768 5.5154 0.5851
H -6.0684 4.1224 0.0097
H -2.5187 4.8462 -4.9431
H -0.9025 4.7585 -5.8146
H -1.6229 2.5371 -6.9757
H -3.4332 1.4595 -6.1900
H 0.9010 3.5748 -5.9041
H 2.2998 3.0053 -4.8592
H 1.7806 6.2368 -5.2507
H 3.8828 4.3141 -4.4113
C 3.7050 -4.3202 2.7231
C 2.4628 -4.0718 1.8880
O 1.3472 -4.8123 2.3988
C 0.7442 -4.2763 3.4767
O 1.0547 -3.2465 4.0255
O -0.2510 -5.0986 3.8539
C -0.9207 -4.6851 5.0444
H 3.9022 -5.3921 2.8094
H 4.5745 -3.8334 2.2766
H 3.5810 -3.9375 3.7393
H 2.6349 -4.4249 0.8681
H 2.2258 -3.0062 1.8238
H -1.2636 -3.6510 4.9691
H -0.2596 -4.8100 5.9049
H -1.7917 -5.3279 5.1794
C 0.6621 -7.3647 1.7987
C -0.3131 -7.6841 0.6817
O 0.3770 -8.1648 -0.4799
C 0.7609 -9.4513 -0.4337
O 0.5691 -10.2193 0.4785
O 1.4197 -9.7310 -1.5730
C 1.9588 -11.0507 -1.6173
H 1.4366 -6.6850 1.4473
H 0.1462 -6.9095 2.6425
H 1.1683 -8.2678 2.1514
H -0.8337 -6.7709 0.3822
H -1.0762 -8.3985 1.0039
H 1.1940 -11.8003 -1.4031
H 2.7896 -11.1364 -0.9132
H 2.3384 -11.2240 -2.6252
```

As for the SMILES: [H]/N=C\Cc1nc2c(COCCOCC)c(CC(C)C)c(C[C@@H]3CO3)c(CC(N)(N)N)c2nc1C/C=N/[H].CCOC(=O)OC.CCOC(=O)OC. As for the relative energy (zero: lowest compared OMol25 entry of this formula, charge and spin): 149.48 kcal per mole. As for the total energy: -2389.57894 hartree.

=====

(2)
DFT (ωB97M-V/def2-TZVPD) results for a molecular structure, C34H58AlFNO22.

The geometry in XYZ format:
```
117
C34H58AlFNO22, DFT ωB97M-V/def2-TZVPD
C -1.0117 0.5707 -1.3406
C 0.2607 0.2160 -0.5647
F 0.3699 1.1347 0.5471
Al 1.9613 0.2301 -1.6948
O 2.6493 -1.4264 -1.8063
C 3.3407 1.4354 -0.8382
C 4.2000 2.3216 -1.7518
C 3.5363 3.6464 -2.1498
C 2.7306 3.5819 -3.4260
N 2.2043 4.9216 -3.7935
H -1.7508 -0.2279 -1.2696
H -0.7793 0.7270 -2.3942
H -1.4474 1.4944 -0.9648
H 0.1047 -0.7695 -0.1194
H 1.5224 0.6591 -3.2061
H 2.8622 -1.6169 -2.7190
H 2.8752 2.0784 -0.0883
H 4.0093 0.7669 -0.2899
H 5.1458 2.5762 -1.2599
H 4.4843 1.7931 -2.6685
H 2.8747 3.9529 -1.3346
H 4.2862 4.4338 -2.2578
H 1.9307 2.8531 -3.3022
H 3.3720 3.2430 -4.2405
H 1.7153 4.8308 -4.6785
H 1.4674 5.1517 -3.1334
C 0.2258 -0.5416 2.7754
C 0.2498 -1.0372 4.1905
C 1.5202 -1.7554 4.5990
O 1.0433 -2.7152 5.5713
C -0.2601 -2.9553 5.3030
O -0.9010 -3.8300 5.8071
O -0.7343 -2.0857 4.4086
H 0.2711 -1.3796 2.0800
H -0.6838 0.0160 2.5650
H 1.0732 0.1147 2.5814
H 0.0177 -0.2374 4.8992
H 2.2628 -1.1081 5.0562
H 1.9669 -2.2985 3.7653
C -4.0431 -3.8110 4.5478
C -4.4222 -2.8797 3.4250
C -5.5537 -3.3607 2.5344
O -5.2322 -2.7762 1.2690
C -3.8887 -2.5545 1.2373
O -3.2844 -2.2410 0.2671
O -3.3576 -2.7447 2.4641
H -3.6293 -4.7370 4.1484
H -3.2867 -3.3713 5.1927
H -4.9261 -4.0428 5.1464
H -4.6407 -1.8791 3.8089
H -6.5371 -3.0231 2.8517
H -5.5524 -4.4487 2.4309
C 3.6993 5.7487 2.6091
C 3.1676 4.5215 3.3029
C 4.0258 3.9817 4.4335
O 3.7678 2.5766 4.3780
C 3.3775 2.2675 3.1047
O 3.2582 1.1714 2.6783
O 3.1517 3.4035 2.4070
H 4.6361 5.5153 2.1030
H 2.9940 6.1078 1.8617
H 3.8727 6.5451 3.3344
H 2.1412 4.6819 3.6460
H 3.7556 4.3653 5.4142
H 5.0899 4.1528 4.2498
C 1.7185 -3.5185 8.7392
C 2.6652 -2.4704 9.2575
C 3.4313 -2.8384 10.5141
O 3.6083 -1.5716 11.1605
C 2.6218 -0.7418 10.7388
O 2.3858 0.3200 11.2163
O 1.9519 -1.2971 9.7071
H 0.9150 -3.6908 9.4566
H 1.2736 -3.2088 7.7981
H 2.2510 -4.4557 8.5731
H 3.3542 -2.1473 8.4725
H 4.4014 -3.2882 10.3222
H 2.8455 -3.4871 11.1698
C -5.5807 -0.2286 -1.7604
C -5.5686 1.1201 -2.4333
C -5.8483 1.1042 -3.9241
O -5.1008 2.2312 -4.3944
C -4.0827 2.4549 -3.5194
O -3.1863 3.2061 -3.7141
O -4.2545 1.7042 -2.4092
H -4.7728 -0.8569 -2.1341
H -5.4446 -0.1309 -0.6849
H -6.5331 -0.7270 -1.9467
H -6.2439 1.8145 -1.9239
H -6.8999 1.2276 -4.1706
H -5.4636 0.2008 -4.4040
C -2.8215 -1.4514 -5.2628
C -3.2514 -2.8866 -5.1645
C -3.0358 -3.7203 -6.4119
O -4.1197 -4.6621 -6.3532
C -5.1166 -4.1128 -5.6217
O -6.2154 -4.5616 -5.5342
O -4.6895 -2.9885 -5.0128
H -3.4318 -0.9208 -5.9962
H -2.9334 -0.9514 -4.3005
H -1.7733 -1.3762 -5.5557
H -2.7983 -3.3710 -4.2968
H -2.0882 -4.2500 -6.4260
H -3.1408 -3.1252 -7.3218
C 2.5257 2.1893 -9.2357
C 2.3735 1.6958 -7.8203
C 3.5555 0.9207 -7.2668
O 2.9306 0.0132 -6.3609
C 1.6508 -0.1713 -6.7484
O 0.9149 -0.9802 -6.2924
O 1.3275 0.7110 -7.7306
H 2.5995 1.3455 -9.9224
H 1.6706 2.7951 -9.5318
H 3.4260 2.7985 -9.3234
H 2.1080 2.5149 -7.1472
H 4.2697 1.5369 -6.7268
H 4.0709 0.3499 -8.0448
```

The net charge is -1. As for the total energy: -3382.89333 hartree.

=====

(3)
DFT (ωB97M-V/def2-TZVPD) results for 12 unconnected molecules or ions with the total composition C34H58BN14O3 at a distorted geometry.

The geometry in XYZ format:
```
110
C34H58BN14O3, DFT ωB97M-V/def2-TZVPD
C 4.2658 -2.6306 4.3357
O 5.1069 -3.5476 3.6607
C 4.8820 -3.5848 2.2872
C 3.5495 -4.2397 1.8965
C 3.3856 -4.1387 0.3756
N 2.0134 -3.8647 -0.0510
C 1.0660 -4.8524 -0.0982
B 1.1812 -6.3932 0.2884
O 0.9689 -7.3145 -0.7049
O 1.4967 -6.8011 1.5570
C -0.0703 -4.2941 -0.5369
N 0.2245 -2.9730 -0.7447
C 1.4787 -2.7005 -0.4400
C 2.1968 -1.4195 -0.5330
C 1.5900 -0.2189 0.2342
C 0.1691 -0.3747 0.7468
C -0.2688 0.8075 1.6341
C -1.2239 0.3286 2.7036
N -2.5541 0.0457 2.1343
H 3.2897 -3.0697 4.5333
H 4.6960 -2.3729 5.2946
H 4.1483 -1.7269 3.7388
H 5.6956 -4.1567 1.8510
H 4.9097 -2.5826 1.8349
H 2.7167 -3.8128 2.4420
H 3.6456 -5.2847 2.1617
H 3.6803 -5.0747 -0.0814
H 4.0678 -3.4040 -0.0263
H 0.0798 -7.1835 -1.0593
H 0.6880 -6.8172 2.0844
H -1.0170 -4.7630 -0.6866
H -0.3855 -2.2369 -1.0773
H 2.3627 -1.1705 -1.5754
H 3.1830 -1.5887 -0.1248
H 1.5619 0.6036 -0.4705
H 2.2281 0.1280 1.0374
H -0.4924 -0.3841 -0.1234
H -0.0127 -1.3019 1.2910
H -0.8289 1.5102 1.0284
H 0.5874 1.2753 2.1056
H -1.3467 1.0591 3.4983
H -0.8381 -0.5777 3.1804
H -2.4978 -0.6185 1.3704
H -3.1002 -0.4343 2.8409
C -4.5677 2.4195 3.3985
C -4.4241 3.5972 4.2324
N -4.3114 4.5222 4.9014
H -3.5968 2.0808 3.0403
H -5.0229 1.5994 3.9535
H -5.1908 2.6188 2.5282
C 2.4122 1.6595 -3.9663
C 1.2279 1.1311 -3.3139
N 0.2635 0.7717 -2.8026
H 3.1237 2.0494 -3.2369
H 2.9215 0.8964 -4.5531
H 2.1468 2.4703 -4.6442
C 4.4936 -7.9029 3.1584
C 5.8127 -7.3599 2.8763
N 6.8460 -6.9152 2.6544
H 4.5471 -8.7551 3.8339
H 3.8552 -7.1513 3.6210
H 4.0062 -8.2338 2.2424
C 4.8661 2.7891 1.9324
C 4.6788 2.3924 0.5459
N 4.5328 2.0829 -0.5491
H 5.6268 3.5635 2.0138
H 3.9409 3.1812 2.3524
H 5.1824 1.9429 2.5404
C -2.5585 2.2109 -5.5691
C -1.1795 2.6437 -5.7236
N -0.0919 2.9868 -5.8455
H -2.6208 1.3303 -4.9313
H -3.1682 2.9923 -5.1198
H -3.0021 1.9611 -6.5267
C -5.2393 -0.3909 -8.5888
C -5.3103 0.7020 -7.6347
N -5.3670 1.5791 -6.8960
H -4.2241 -0.5206 -8.9594
H -5.5533 -1.3305 -8.1351
H -5.8790 -0.2040 -9.4448
C -6.6565 6.9530 4.0992
C -6.4522 8.0217 3.1348
N -6.2913 8.8623 2.3716
H -6.8288 7.3517 5.0976
H -7.5197 6.3438 3.8341
H -5.7873 6.3006 4.1482
C -0.9267 6.5151 4.4032
C -0.5507 5.1753 3.9785
N -0.2621 4.1161 3.6444
H -0.0872 7.0352 4.8617
H -1.2651 7.1142 3.5594
H -1.7385 6.4828 5.1284
C 5.6410 -1.2322 -4.2471
C 5.5658 -0.0823 -5.1335
N 5.5109 0.8249 -5.8322
H 5.3706 -0.9532 -3.2287
H 4.9659 -2.0215 -4.5761
H 6.6499 -1.6407 -4.2264
C -4.1740 2.3877 8.0162
C -4.7348 1.1002 7.6416
N -5.1713 0.0814 7.3459
H -3.0875 2.3765 7.9452
H -4.5391 3.1765 7.3592
H -4.4333 2.6567 9.0389
C -4.7068 3.0795 -10.7779
C -5.0124 1.7306 -11.2275
N -5.2572 0.6672 -11.5822
H -3.6365 3.2727 -10.8298
H -5.2127 3.8178 -11.3976
H -5.0277 3.2272 -9.7470
```

The net charge is +1. As for the total energy: -2347.25693 hartree.

=====

(4)
DFT (ωB97M-V/def2-TZVPD) results for a molecular structure, C34H58BeN2O4Si at a distorted geometry.

The geometry in XYZ format:
```
100
C34H58BeN2O4Si, DFT ωB97M-V/def2-TZVPD
O -0.8984 -0.2824 -2.3881
O 1.3115 -2.7644 -2.9580
C -2.1132 -1.0404 -2.6053
C -3.2925 -0.1299 -2.8671
H -2.2677 -1.6425 -1.6976
H -1.9304 -1.7422 -3.4413
H -3.3694 0.6742 -2.1223
H -4.2296 -0.6967 -2.8247
H -3.2015 0.3089 -3.8659
C -0.2158 0.1936 -3.5690
C -0.3841 -0.6390 -4.8222
H 0.8370 0.2378 -3.2808
H -0.5560 1.2255 -3.7422
H -0.0015 -1.6519 -4.6681
H 0.2159 -0.1758 -5.6160
H -1.4266 -0.6710 -5.1492
C 2.6737 -2.3509 -2.8974
C 1.0049 -4.1280 -2.7140
C 3.1452 -1.9182 -4.2693
H 3.3143 -3.1493 -2.4913
H 2.7051 -1.4947 -2.2082
H 3.1270 -2.7653 -4.9643
H 4.1711 -1.5493 -4.2099
H 2.5167 -1.1187 -4.6773
C 1.2030 -4.9733 -3.9575
H -0.0495 -4.1349 -2.4133
H 1.6038 -4.5166 -1.8749
H 0.7114 -4.5255 -4.8274
H 0.7768 -5.9655 -3.7998
H 2.2682 -5.0851 -4.1795
H -0.8926 0.9910 -0.9666
N -1.4861 1.1843 1.9204
C -1.3028 1.1803 3.2473
C -0.0383 0.9415 3.8077
C 1.1833 0.9928 3.1265
C -2.4753 1.4383 4.1480
H -3.2894 0.7200 3.9680
H -2.8757 2.4518 4.0014
H -2.1593 1.3493 5.1918
C 2.4552 0.8593 3.9123
H 2.9366 1.8366 4.0637
H 3.1725 0.1955 3.4082
H 2.2221 0.4389 4.8949
N 1.2550 1.2444 1.8035
C -2.7258 1.5782 1.3214
C -3.6941 0.6173 0.9520
C -3.5187 -0.8395 1.2322
C -4.8724 1.0328 0.3283
H -5.5998 0.2686 0.0433
C -5.1281 2.3808 0.0918
H -6.0551 2.6897 -0.3940
C -4.1967 3.3291 0.5062
H -4.3775 4.3949 0.3580
C -3.0172 2.9470 1.1445
C -2.0834 4.0072 1.6320
C 2.3700 1.9479 1.2661
C 3.3550 1.2933 0.4976
C 3.3124 -0.1826 0.2810
C 4.4436 2.0224 0.0136
H 5.1744 1.4999 -0.6045
C 4.6036 3.3700 0.3262
H 5.4603 3.9252 -0.0558
C 3.6656 3.9985 1.1419
H 3.7695 5.0477 1.4261
C 2.5494 3.3059 1.6079
C 1.5754 4.0149 2.4914
Be -0.1282 0.6924 1.0313
H -3.3282 -1.4014 0.3064
H -4.4447 -1.2524 1.6581
H -2.7052 -1.0312 1.9357
H -1.7949 3.8605 2.6793
H -2.5960 4.9749 1.5575
H -1.1790 4.0704 1.0159
H 3.9685 -0.4546 -0.5551
H 2.3045 -0.5347 0.0483
H 3.6592 -0.7383 1.1656
H 0.5402 3.7331 2.2704
H 1.6752 5.0955 2.3309
H 1.7714 3.8167 3.5552
H 0.0021 0.8048 4.8837
C -0.1969 -0.9619 0.3241
Si 0.0385 -2.4915 1.4089
H -1.2018 -1.0677 -0.1161
H 0.5001 -1.0720 -0.5265
C -1.0293 -3.9068 0.7368
C -0.4593 -2.3192 3.2108
C 1.8242 -3.0891 1.4036
H 2.2381 -3.1461 0.3872
H 1.8662 -4.1008 1.8349
H 2.4783 -2.4451 2.0078
H -2.0631 -3.5812 0.5534
H -1.0527 -4.7175 1.4817
H -0.6257 -4.3097 -0.2027
H -1.4112 -1.7970 3.3616
H 0.3035 -1.7990 3.8034
H -0.5775 -3.3266 3.6395
O 0.5841 3.6409 -0.5234
C 0.1051 2.7070 -1.1074
O -0.3814 1.6155 -0.4047
H -0.0493 2.5300 -2.1882
```

As for the relative energy (zero: lowest compared OMol25 entry of this formula, charge and spin): 26.73 kcal per mole. As for the total energy: -2045.15913 hartree.